Below is a 14-piece molecular cluster, C6H37N2O13 overall, with properties calculated with ωB97M-V/def2-TZVPD.

DFT total energy: -1338.303373 a.u.
HOMO (spin up / spin down): -3.57 / -7.73 eV
Orbital gap (spin up / spin down): 0.12876 / 0.27676 hartree

```
! RIJCOSX wB97M-V def2-TZVPD def2/J DEFGRID3
* xyz 0 2
C 2.01503 -2.83903 0.41836
C 2.16948 -1.70817 -0.63512
N 0.93320 -0.88111 -0.71710
C -0.29184 -1.20481 -1.32361
C -1.21768 -0.13048 -1.05703
N -0.47327 0.82369 -0.43638
C 0.70478 0.31610 -0.00980
C -0.91746 2.11672 -0.05359
H 2.97618 -3.33415 0.55670
H 1.33771 -3.59226 0.01589
H 1.85579 -2.54130 1.45474
H 2.39345 -2.15544 -1.60358
H 2.95877 -0.98552 -0.42802
H -0.43534 -2.21263 -1.68433
H -2.23237 0.17930 -1.25909
H 1.44923 0.88225 0.53026
H -1.77264 2.41236 -0.66135
H -0.12656 2.83409 -0.27259
H -1.25652 2.05751 0.98065
O -3.52114 2.59356 3.06886
H -3.54442 1.66568 2.83491
H -3.66885 2.60640 4.01451
O -2.95245 -1.58766 -3.72703
H -2.10200 -2.01113 -3.84382
H -2.83860 -0.71362 -4.10031
O 5.08407 -0.78362 -2.17165
H 5.10757 0.08117 -2.58131
H 5.79337 -0.76420 -1.52920
O -0.09690 2.84266 3.37017
H -0.87055 2.63359 3.89361
H 0.08122 3.76331 3.56231
O -3.46119 2.69339 -3.15120
H -3.77652 3.58440 -3.30243
H -3.88025 2.42611 -2.33317
O 2.21452 -2.00974 4.75833
H 1.95326 -2.51414 3.98790
H 2.49917 -1.16586 4.40749
O 4.65257 -3.07264 -3.30782
H 4.00888 -2.82283 -3.97076
H 4.75532 -2.29014 -2.76620
O 3.64808 3.60294 -0.70313
H 4.12856 2.89371 -1.13017
H 3.27059 3.20023 0.07889
O -1.29016 -1.86995 1.93117
H -1.50448 -1.30952 2.67698
H -1.45863 -1.32310 1.16383
O 2.47869 2.60010 2.16722
H 2.71774 3.48604 2.43961
H 1.70886 2.38643 2.69444
O -3.70057 0.05013 1.41118
H -4.27795 -0.25739 0.71240
H -3.76618 -0.62174 2.08979
O -4.13617 1.84887 -0.55818
H -4.05889 1.46433 0.31496
H -4.32678 2.77301 -0.39740
O -1.34905 -4.47799 -1.82869
H -1.31539 -5.39425 -2.10363
H -2.27525 -4.24365 -1.88753
*
```

Mulliken population analysis, charges in e, atoms 1 to 8: number 1, C, carries -0.938; number 2, C, carries -0.511; number 3, N, carries 0.377; number 4, C, carries -0.523; number 5, C, carries -0.763; number 6, N, carries 0.506; number 7, C, carries -0.790; number 8, C, carries -0.808

Below is a 9-piece molecular cluster, C18H49F6N3O21PS5 overall, with properties calculated with ωB97M-V/def2-TZVPD.

DFT total energy: -5390.807022 a.u.
HOMO (spin up / spin down): 1.44 / -2.44 eV
Orbital gap (spin up / spin down): 0.05248 / 0.19489 hartree

```
! RIJCOSX wB97M-V def2-TZVPD def2/J DEFGRID3
* xyz -2 2
P 0.51858 -0.47415 -0.91941
F 2.14420 -0.40027 -1.19047
F 0.42989 0.92084 -0.11123
F 0.02905 0.39874 -2.22382
F -1.07973 -0.71182 -0.74548
F 0.50308 -1.83344 -1.84862
F 0.78124 -1.48305 0.37871
C -1.00867 -4.28087 0.14199
N -0.36596 -5.04165 1.23047
O -0.49825 -4.65308 2.40519
O 0.26201 -6.04671 0.99682
H -1.23512 -3.28732 0.52888
H -1.85740 -4.81720 -0.28239
H -0.11719 -4.04352 -0.43856
C 0.71600 3.40345 -1.72494
N 0.40801 4.80565 -2.15817
O 0.20531 5.04523 -3.31453
O 0.20702 5.61778 -1.25016
H 0.63288 2.72211 -2.57168
H -0.23741 3.16734 -1.25232
H 1.63957 3.30513 -1.15446
C -1.72754 -3.05066 -4.16036
N -2.49173 -4.22117 -3.57276
O -2.03987 -5.32059 -3.90586
O -3.47757 -3.86795 -2.88132
H -0.96535 -2.78747 -3.42694
H -2.32856 -2.15174 -4.29756
H -1.04390 -3.19163 -4.99754
O 1.20891 0.84747 5.23398
S 1.24654 2.20545 4.81388
O 2.62150 2.76784 4.65414
O 0.25145 2.49701 3.48097
C 0.04693 3.86711 3.16987
C -0.81554 3.87280 1.91959
C 0.40177 3.22896 6.14041
H 1.03450 4.27737 2.95894
H -0.53587 4.34408 3.95786
H -0.19151 3.45558 1.12927
H -1.08270 4.82096 1.45299
H -1.66770 3.19404 1.88470
H -0.61602 2.84170 6.18768
H 0.38792 4.29057 5.89367
H 0.97584 3.13065 7.06176
O 5.43016 -1.49165 2.70669
S 5.21963 -0.06430 2.26267
O 6.04746 1.03573 2.84829
O 5.36717 -0.13813 0.63598
C 5.79005 0.91293 -0.18655
C 4.65865 1.23643 -1.08804
C 3.45524 0.48612 2.39174
H 6.64873 0.54593 -0.74877
H 6.08802 1.85607 0.27150
H 3.82570 1.46145 -0.42196
H 4.31253 0.42777 -1.73175
H 5.01717 2.05809 -1.70808
H 2.83729 -0.17763 1.78703
H 3.27631 1.42502 1.86776
H 3.02318 0.41094 3.38962
O -4.33593 -1.49689 1.89372
S -4.71601 -0.09807 1.76978
O -6.01759 0.30614 1.27222
O -4.52648 0.51262 3.32781
C -4.98784 1.83327 3.61050
C -6.49357 1.96715 3.86948
C -3.28619 0.77991 1.01781
H -4.60799 2.54219 2.87480
H -4.52791 2.07906 4.56766
H -6.74863 2.91664 4.34014
H -7.05069 1.15388 4.33457
H -6.89531 2.13049 2.86946
H -3.00546 0.28688 0.08712
H -2.37275 0.82561 1.61081
H -3.61471 1.75899 0.66913
O 5.67334 -5.70650 -3.59391
S 6.07092 -4.39900 -3.00197
O 6.04228 -3.19553 -3.82998
O 5.22485 -4.14793 -1.54069
C 5.21572 -2.85444 -0.93196
C 3.83134 -2.80655 -0.40397
C 7.82695 -4.48062 -2.29260
H 5.37347 -1.95598 -1.52861
H 5.83289 -2.86110 -0.03355
H 3.71905 -1.81852 0.04245
H 3.73166 -3.53175 0.40365
H 3.05264 -2.97381 -1.14812
H 7.89336 -3.41006 -2.09872
H 8.42258 -4.83960 -3.13192
H 7.88111 -5.16877 -1.44903
O -4.83221 2.80126 -3.65248
S -3.99267 1.99875 -2.76774
O -3.20877 2.56750 -1.69317
O -5.07155 1.03384 -2.02072
C -6.34357 0.64491 -2.65614
C -6.58634 -0.81106 -2.25580
C -2.94658 0.78623 -3.72499
H -6.23681 0.59677 -3.73983
H -7.20668 1.28659 -2.47897
H -5.87885 -1.45267 -2.78106
H -7.61423 -1.08087 -2.49818
H -6.45617 -0.82427 -1.17368
H -3.57610 0.36117 -4.50673
H -2.79835 0.03502 -2.94921
H -2.12193 1.36078 -4.14682
*
```

Mulliken population analysis, charges in e, atoms 1 to 8: number 1, P, carries 1.575; number 2, F, carries -0.254; number 3, F, carries -0.455; number 4, F, carries -0.372; number 5, F, carries -0.483; number 6, F, carries -0.480; number 7, F, carries -0.412; number 8, C, carries -0.400

Below is a 7-piece molecular cluster, C2H18O6 overall, with properties calculated with ωB97M-V/def2-TZVPD.

Energy relative to the best compared isomer or geometry (same formula, charge and spin): 111.0 kJ/mol
DFT total energy: -538.391355 a.u.
HOMO: -11.29 eV
Structure (SMILES): CC.O.O.O.O.O.O
Orbital gap: 0.41497 hartree

```
! RIJCOSX wB97M-V def2-TZVPD def2/J DEFGRID3
* xyz 0 1
C -1.00431 -6.80890 -3.51448
C -0.77394 -5.41710 -2.91072
H -0.08059 -7.29777 -3.79640
H -1.60393 -6.73106 -4.41342
H -1.66958 -7.34838 -2.84032
H -1.69572 -4.87700 -2.84475
H -0.19091 -5.60927 -2.00874
H 0.00059 -4.81506 -3.40110
H -1.34322 -4.00112 2.23852
H -1.07352 -2.43015 2.34378
O -1.57882 -3.17824 2.66716
H -0.39537 3.41376 1.51582
H -1.13542 4.17551 2.62859
O -0.77202 3.31595 2.39513
H 2.34225 4.73180 -0.97174
H 1.52580 3.56071 -0.35411
O 2.19106 3.78447 -1.00732
H 0.66373 4.00421 3.67426
H 1.45045 4.06969 4.94674
O 1.46986 4.40389 4.03416
H 2.30003 0.63969 -2.36658
H 1.19626 0.78856 -1.33489
O 1.57892 0.16056 -1.94867
H -0.60219 1.84798 -0.66737
H -2.02986 2.01173 -0.04879
O -1.26424 2.48434 -0.39207
*
```

Mulliken population analysis, charges in e, atoms 1 to 8: number 1, C, carries -0.829; number 2, C, carries -0.830; number 3, H, carries 0.302; number 4, H, carries 0.273; number 5, H, carries 0.256; number 6, H, carries 0.293; number 7, H, carries 0.249; number 8, H, carries 0.286

Below is C30H44AsB2N9Si2V as an isolated structure, with properties calculated with ωB97M-V/def2-TZVPD.

Energy relative to the best compared isomer or geometry (same formula, charge and spin): 31.5 kJ/mol
DFT total energy: -5471.100688 a.u.
HOMO (spin up / spin down): -1.00 / -1.11 eV
Orbital gap (spin up / spin down): 0.20340 / 0.20722 hartree

```
! RIJCOSX wB97M-V def2-TZVPD def2/J DEFGRID3
* xyz -2 4
V 1.16789 -1.08990 1.13492
B 2.82794 -2.54882 -1.85314
N 2.05101 -3.42465 -0.79027
C 1.86866 -4.73902 -0.96697
C 1.23586 -5.25991 0.14713
C 1.06008 -4.15393 0.98114
N 1.54721 -3.04596 0.41014
N 3.08126 -1.09374 -1.37455
C 4.08265 -0.32187 -1.82082
C 3.79745 0.99682 -1.52349
C 2.56224 0.93853 -0.87293
N 2.13159 -0.31840 -0.78277
H 3.91835 -3.06108 -2.04915
H 2.15576 -2.54023 -2.87475
H 2.20735 -5.21394 -1.87498
H 0.92982 -6.27896 0.32162
H 0.60761 -4.09051 1.95759
H 4.92564 -0.76681 -2.32640
H 4.39071 1.86866 -1.74240
H 1.95960 1.74205 -0.47891
B 3.17661 1.63071 2.40939
N 3.65969 0.13170 2.45735
C 4.88003 -0.19780 2.90470
C 5.03458 -1.56860 2.81586
C 3.81953 -2.01074 2.28901
N 2.99217 -0.98391 2.07235
N 1.62118 1.77980 2.28755
C 0.97746 2.90050 2.64891
C -0.37393 2.73217 2.42600
C -0.47142 1.43808 1.91540
N 0.73130 0.86733 1.81947
H 3.49656 2.13412 3.47290
H 3.72753 2.20032 1.48241
H 5.55418 0.57187 3.24832
H 5.89419 -2.15751 3.09250
H 3.49386 -3.01413 2.07228
H 1.53040 3.73880 3.04198
H -1.17267 3.43223 2.60674
H -1.36523 0.89421 1.65462
N -0.58978 -1.13005 -0.11869
C -1.57380 -2.15482 0.09764
C -2.10306 -2.78751 -1.02237
C -3.05495 -3.78561 -0.91077
C -3.48101 -4.16138 0.35359
C -2.92444 -3.55376 1.47049
C -1.96180 -2.54071 1.38973
C -1.35499 -2.03136 2.67133
C -2.19310 -2.01106 3.79808
C -1.69081 -1.77092 5.06665
C -0.32118 -1.55948 5.20972
C 0.48814 -1.51271 4.08308
C 0.02596 -1.69791 2.75745
H -0.98890 -0.19011 -0.07386
H -0.22646 -1.18561 -1.06682
H -1.74787 -2.47859 -2.00032
H -3.45868 -4.25521 -1.79944
H -4.22551 -4.94056 0.47686
H -3.21589 -3.90667 2.45195
H -3.26244 -2.16574 3.67910
H -2.35289 -1.75355 5.92465
H 0.10576 -1.41078 6.19722
H 1.54318 -1.29277 4.23360
C -3.11213 1.10892 -4.84309
Si -3.06897 1.56640 -3.00659
C -4.22496 3.06920 -2.91453
C -4.04900 0.16758 -2.19491
As -0.96738 1.69164 -2.11282
Si -0.66015 3.94747 -2.14411
C -1.75783 4.98321 -1.00392
C 1.09172 4.33666 -1.56585
C -0.81108 4.80096 -3.83217
H -4.13669 0.90874 -5.18406
H -2.50342 0.21712 -5.02515
H -2.69283 1.91819 -5.45172
H -5.15622 2.87104 -3.45888
H -3.75773 3.95876 -3.34945
H -4.47473 3.30904 -1.87537
H -5.12157 0.25181 -2.41198
H -3.91398 0.17094 -1.10847
H -3.70399 -0.80955 -2.55624
H -1.58042 4.69593 0.03822
H -2.81534 4.80097 -1.21717
H -1.56382 6.05775 -1.11436
H 1.20316 4.10442 -0.49943
H 1.32481 5.39755 -1.71234
H 1.82977 3.73656 -2.10954
H -1.79051 4.60412 -4.28214
H -0.05580 4.40592 -4.52048
H -0.68106 5.88801 -3.75101
*
```

Mulliken population analysis, charges in e, atoms 1 to 8: number 1, V, carries -0.102; number 2, B, carries 0.254; number 3, N, carries -0.639; number 4, C, carries -0.290; number 5, C, carries -1.275; number 6, C, carries -0.464; number 7, N, carries 1.146; number 8, N, carries -0.236

Below is C24H26N4PtSi as an isolated structure, with properties calculated with ωB97M-V/def2-TZVPD.

Energy relative to the best compared isomer or geometry (same formula, charge and spin): 0.0 kJ/mol
DFT total energy: -1557.169007 a.u.
HOMO (spin up / spin down): -12.51 / -13.49 eV
Orbital gap (spin up / spin down): 0.23619 / 0.15792 hartree

```
! RIJCOSX wB97M-V def2-TZVPD def2/J DEFGRID3
* xyz 2 5
C -2.35197 -3.22101 2.39431
C -1.73039 -2.82069 1.19010
C -0.48794 -2.07789 1.58349
H -1.91183 -3.22819 0.18193
C -0.53781 -1.95396 3.02659
C -1.58797 -2.76337 3.47599
H -1.74352 -3.03240 4.53407
H -3.18175 -3.93251 2.45652
H 0.39784 -1.98999 0.94845
H 0.24894 -1.49977 3.64178
Pt -1.85692 -0.54525 1.11465
C 1.48842 -1.27649 -1.82249
H 1.59482 -1.74045 -0.82939
H 0.53002 -1.59076 -2.25621
H 2.24878 -1.68837 -2.50032
Si 1.62206 0.59875 -1.79567
C 1.58891 1.18827 -3.61639
C 1.91421 0.27172 -4.63537
H 2.45246 -0.63551 -4.38794
C 1.59148 0.50407 -5.96804
H 1.76874 -0.26477 -6.70283
C 1.05424 1.74115 -6.34404
H 0.77013 1.90672 -7.36810
C 0.92152 2.72721 -5.37871
H 0.60360 3.72026 -5.67881
C 1.19412 2.47076 -4.04147
H 1.13462 3.25946 -3.30081
C 3.28458 0.97243 -1.05538
C 4.41355 1.29070 -1.84967
H 4.28827 1.78978 -2.80674
C 5.70414 0.98984 -1.38138
H 6.56830 1.10651 -2.03805
C 5.88953 0.50948 -0.07862
H 6.88221 0.17423 0.24848
C 4.79707 0.50098 0.80231
H 4.96384 0.18674 1.83713
C 3.52059 0.86486 0.33979
H 2.72989 1.07743 1.05515
H 0.29638 0.51060 -0.61643
H -0.40380 -0.11185 0.00432
N -5.71878 0.07531 2.68414
C -6.13919 -0.89307 1.77979
C -5.04006 -1.35946 1.10971
N -3.94685 -0.61372 1.53695
C -4.35392 0.20950 2.52561
C -3.32372 0.89093 3.22352
N -2.08421 0.58990 2.79556
C -1.14208 1.08541 3.68609
C -1.82408 1.80773 4.61874
N -3.17604 1.67070 4.34923
H -6.32899 0.60002 3.32049
H -7.16938 -1.19330 1.69133
H -4.91749 -2.15396 0.39258
H -0.09786 0.84521 3.59373
H -1.43890 2.36973 5.44871
H -3.96783 2.08034 4.86161
*
```

Mulliken population analysis, charges in e, atoms 1 to 8: number 1, C, carries -0.646; number 2, C, carries -0.614; number 3, C, carries -0.104; number 4, H, carries 0.553; number 5, C, carries -0.859; number 6, C, carries -0.509; number 7, H, carries 0.490; number 8, H, carries 0.498